A:
Computed, not measured: a 2-piece molecular cluster, H4O2 overall, with ωB97M-V with the def2-TZVPD basis set.

Last column: natural (NBO) charge in e.
Element x y z (Å)
H 0.380 0.174 -0.210  0.492
O 0.930 0.967 -0.614  -0.991
H 0.435 1.268 -1.488  0.470
O -0.863 -0.930 0.537  -0.934
H -0.076 -1.338 1.038  0.479
H -1.274 -0.399 1.271  0.484

Its SMILES is O.O. The HOMO-LUMO gap comes out at 11.313 eV. Its HOMO energy is -10.711 eV. As for the total charge: 0.

---

B:
Computed, not measured: a 2-piece molecular cluster, H4O2 overall, with ωB97M-V with the def2-TZVPD basis set.

Last column: natural (NBO) charge in e.
Element x y z (Å)
H 0.546 -1.253 -0.507  0.465
O -1.266 0.849 0.190  -0.932
O 1.227 -0.634 -0.241  -0.931
H 1.607 -1.118 0.481  0.471
H -0.338 0.753 0.169  0.478
H -1.500 -0.098 0.261  0.450

Its SMILES is O.O. The HOMO-LUMO gap comes out at 11.811 eV. Its HOMO energy is -11.292 eV. As for the total charge: 0.

---

C:
Computed, not measured: a 2-piece molecular cluster, H4O2 overall, with ωB97M-V with the def2-TZVPD basis set.

Last column: natural (NBO) charge in e.
Element x y z (Å)
H -0.168 -0.159 0.566  0.493
O 0.250 0.396 1.250  -0.975
H 0.236 0.026 2.125  0.464
O -0.137 -0.318 -1.160  -0.949
H -1.009 -0.764 -1.454  0.476
H 0.043 0.268 -1.958  0.491

Its SMILES is O.O. The HOMO-LUMO gap comes out at 11.236 eV. Its HOMO energy is -10.626 eV. As for the total charge: 0.

---

D:
Computed, not measured: a 2-piece molecular cluster, H4O2 overall, with ωB97M-V with the def2-TZVPD basis set.

Last column: natural (NBO) charge in e.
Element x y z (Å)
O 1.054 0.058 -0.937  -0.943
O -0.605 0.092 1.587  -0.946
H 0.844 -0.853 -1.235  0.480
H 0.480 0.653 -1.448  0.475
H -1.526 -0.151 1.370  0.456
H -0.247 0.202 0.663  0.479

Its SMILES is O.O. The HOMO-LUMO gap comes out at 11.680 eV. Its HOMO energy is -11.105 eV. As for the total charge: 0.

---

Question: of the structures shown, which is the most stable? Reply: D.